# 1
Here is a structure of composition C33H35BMoN5Se from the Open Molecules 2025 dataset. Energies are from ωB97M-V with the def2-TZVPD basis set.

Summary:
* frontier orbital gap (alpha / beta): 6.11 / 7.30 eV
* <S²>: 2.33
* net charge: +1
* HOMO energy (alpha / beta): -11.13 / -11.17 eV
* multiplicity: 3
* energy above the lowest of the compared OMol25 structures with the same formula, charge and spin: 0.3700 eV

Each line ends with the Löwdin spin population.
Positions of all 76 atoms, in Å:
Mo 0.5474 -0.4503 -0.2279  2.194
C -3.8807 2.1381 0.6908  0.001
C -3.0462 1.5360 -0.4004  0.004
C -2.7520 0.1822 -0.4073  0.001
C -1.9614 -0.3925 -1.4090  0.004
C -1.5053 0.4140 -2.4576  -0.013
C -1.8122 1.7697 -2.4692  0.008
C -2.5607 2.3222 -1.4467  -0.007
H -3.4328 3.0597 1.0615  0.000
H -3.9883 1.4500 1.5277  0.000
H -4.8783 2.3826 0.3240  0.000
H -3.1401 -0.4465 0.3772  0.000
H -1.8638 -1.4744 -1.4565  0.004
H -0.9669 -0.0227 -3.2892  -0.004
H -1.4770 2.3933 -3.2869  0.001
H -2.7884 3.3809 -1.4657  0.000
C 3.3264 -1.0623 3.1068  0.002
C 3.9788 0.1628 3.1741  0.009
C 3.7509 1.1036 2.1915  0.002
C 2.8715 0.8199 1.1482  0.010
N 2.2207 -0.3695 1.1119  0.000
C 2.4492 -1.2842 2.0704  0.011
C 2.5887 1.7231 0.0299  0.026
C 3.3657 2.8577 -0.2058  -0.005
C 3.1453 3.6191 -1.3390  0.032
C 2.1745 3.2237 -2.2484  -0.004
C 1.4041 2.0970 -2.0072  0.034
C 1.5603 1.3311 -0.8505  -0.008
H 3.4833 -1.8319 3.8469  0.000
H 4.6566 0.3802 3.9879  0.000
H 4.2465 2.0617 2.2266  0.000
H 1.9161 -2.2176 1.9844  0.000
H 4.1587 3.1402 0.4725  -0.001
H 3.7458 4.4973 -1.5279  0.002
H 2.0243 3.7930 -3.1560  -0.001
H 0.6751 1.8075 -2.7529  0.002
B -1.5658 -1.7884 2.3688  0.001
N -0.9839 -0.3425 2.4990  0.006
C -1.1485 0.4721 3.5407  0.007
C -0.7407 1.7531 3.1907  0.005
C -0.3269 1.6330 1.8755  0.013
N -0.4840 0.3646 1.4609  0.017
N -0.5076 -2.7385 1.7626  0.007
C -0.2015 -3.9466 2.2356  0.017
C 0.6527 -4.5786 1.3463  0.006
C 0.8179 -3.6572 0.3261  0.015
N 0.1114 -2.5419 0.5728  0.023
H -1.8078 -2.1649 3.4755  0.000
H -2.5271 -1.7784 1.6607  0.000
H -1.5635 0.0923 4.4572  0.000
H -0.7467 2.6343 3.8036  0.000
H 0.0750 2.3744 1.2036  0.001
H -0.6248 -4.2805 3.1653  0.001
H 1.0804 -5.5605 1.4226  0.000
H 1.4261 -3.7426 -0.5576  0.001
C 2.6787 -7.1887 -3.5854  -0.001
C 2.3687 -5.7544 -3.2780  -0.003
C 3.3367 -4.9075 -2.7549  0.000
C 3.0642 -3.5801 -2.4491  -0.008
C 4.1311 -2.7029 -1.8622  -0.014
C 1.7711 -3.1074 -2.6936  -0.016
Se 1.4207 -1.2468 -2.3459  -0.346
C 0.7699 -3.9266 -3.2212  -0.008
C -0.6336 -3.4436 -3.4309  -0.012
C 1.0956 -5.2458 -3.5041  0.001
H 3.7463 -7.3860 -3.5176  0.000
H 2.3453 -7.4517 -4.5886  0.000
H 2.1677 -7.8521 -2.8865  0.000
H 4.3351 -5.2877 -2.5793  0.000
H 5.0548 -3.2620 -1.7277  -0.001
H 3.8267 -2.3069 -0.8878  -0.003
H 4.3445 -1.8468 -2.5066  -0.005
H -0.6612 -2.4000 -3.7509  -0.007
H -1.2078 -3.5262 -2.5050  0.000
H -1.1384 -4.0376 -4.1896  -0.001
H 0.3308 -5.8941 -3.9132  0.000

Forces on atoms 1 to 6 (eV/Å):
Mo -0.3 -0.7 -0.1
C 0.0 0.0 0.0
C 0.1 -0.1 0.0
C 0.0 0.1 0.0
C 0.0 0.1 0.0
C 0.0 0.0 0.0


# 2
Here is a structure of composition C33H35CdClGe2NO7STe in a non-equilibrium geometry from the Open Molecules 2025 dataset. Energies are from ωB97M-V with the def2-TZVPD basis set.

Summary:
* frontier orbital gap (alpha / beta): 7.32 / 3.52 eV
* <S²>: 0.76
* net charge: 0
* HOMO energy (alpha / beta): -7.98 / -7.97 eV
* multiplicity: 2
* energy above the lowest of the compared OMol25 structures with the same formula, charge and spin: 0.6735 eV

Each line ends with the Löwdin spin population.
Positions of all 82 atoms, in Å:
Cd 11.8209 11.3970 9.8600  0.000
N 12.7627 9.7943 12.7278  0.004
C 13.7990 10.2990 13.4629  0.003
C 15.1898 10.0475 13.1456  0.004
C 16.1772 10.7843 13.8029  -0.002
C 15.8467 11.6898 14.8227  0.005
C 14.4952 11.8020 15.2718  -0.001
C 13.5013 11.1196 14.6300  0.002
S 17.0632 12.8859 15.3588  -0.053
O 16.1271 13.8227 16.0206  0.448
O 17.5554 13.4776 14.1115  0.350
O 18.1004 12.3700 16.2208  0.237
H 11.9325 9.4949 13.2177  0.000
H 13.0440 9.2303 11.9207  0.000
H 15.4620 9.3267 12.3665  0.000
H 17.2334 10.6267 13.5135  -0.001
H 14.2360 12.4375 16.1536  -0.001
H 12.4660 11.2034 14.9306  0.000
O 14.8248 9.1511 7.9511  0.000
Cl 13.7524 9.2991 8.8689  0.000
O 14.1421 9.9991 10.1117  0.000
O 12.6917 10.0781 8.1878  0.000
O 13.1836 7.9820 9.2673  0.000
C 8.2486 13.3130 8.1541  0.000
Ge 7.9938 12.6626 9.9630  0.000
C 6.0348 12.2517 9.9652  0.000
C 8.4950 13.9173 11.3305  0.000
Ge 9.3605 10.5962 10.0615  0.000
C 9.0107 9.4246 11.6074  0.000
C 9.4829 8.0616 11.6047  0.000
C 8.9540 7.1379 12.5005  0.000
C 8.1801 7.5868 13.5844  0.000
C 7.9060 8.9470 13.7027  0.000
C 8.2460 9.8442 12.6705  0.000
C 9.0293 9.5086 8.4599  0.000
C 7.9397 9.6942 7.6014  0.000
C 7.7466 8.8188 6.5234  0.000
C 8.5870 7.7196 6.3176  0.000
C 9.6672 7.5502 7.2119  0.000
C 9.9489 8.5164 8.1677  0.000
H 8.5218 14.3964 8.1507  0.000
H 7.3893 13.0651 7.5043  0.000
H 9.0688 12.7455 7.7082  0.000
H 5.4778 12.8341 9.2037  0.000
H 5.6299 12.5281 10.9441  0.000
H 5.9787 11.1612 9.7929  0.000
H 8.2849 14.9472 10.9281  0.000
H 9.5560 13.9392 11.4998  0.000
H 7.9913 13.8192 12.3202  0.000
H 10.2327 7.7925 10.8693  0.000
H 9.1967 6.1002 12.2714  0.000
H 7.7881 6.8511 14.2912  0.000
H 7.4016 9.3727 14.5762  0.000
H 7.8818 10.8682 12.7485  0.000
H 7.1936 10.4845 7.7361  0.000
H 6.8677 8.9336 5.9247  0.000
H 8.4871 7.0790 5.4410  0.000
H 10.3474 6.6962 7.1144  0.000
H 10.8542 8.3980 8.7698  0.000
Te 12.7521 14.0032 9.2881  0.000
C 14.4508 14.5003 10.4885  0.001
C 15.7626 14.6588 9.9471  0.001
C 16.8112 15.0556 10.7420  0.001
C 16.6559 15.1771 12.1159  0.002
C 15.3940 14.9563 12.7258  0.001
C 14.3291 14.6826 11.8818  0.000
C 11.4765 15.8134 9.4408  0.000
C 10.9919 16.2888 8.2227  0.000
C 10.2318 17.4412 8.1559  0.000
C 9.9808 18.2063 9.2930  0.000
C 10.4449 17.7381 10.5122  0.000
C 11.2840 16.6005 10.5990  0.000
H 15.8967 14.4003 8.9107  0.000
H 17.7841 15.2581 10.2991  0.000
H 17.5200 15.3754 12.7005  0.000
H 15.3278 14.8945 13.8146  -0.001
H 13.3329 14.5298 12.3318  0.000
H 11.1908 15.7372 7.2939  0.000
H 9.8434 17.6984 7.1875  0.000
H 9.5026 19.1729 9.2325  0.000
H 10.3324 18.2755 11.4323  0.000
H 11.7977 16.3066 11.5384  0.000

Forces on atoms 1 to 6 (eV/Å):
Cd -0.8 -0.4 0.6
N 0.3 -0.5 -0.8
C 1.5 0.7 1.6
C -1.3 0.7 0.3
C 0.0 -0.2 0.1
C -0.1 -0.4 -0.1